(1)
Density functional theory data (ωB97M-V/def2-TZVPD) for one molecule with the formula C6H8N2OS.

Computed properties:
2S+1: 3
energy: -816.18987 a.u.
HOMO level (spin up / spin down): -3.65 / -9.49 eV

```
18
Properties=species:S:1:pos:R:3:forces:R:3
C -1.426550 -1.294887 1.039579 0.117 0.034 0.031
H -0.759066 -1.733511 1.758263 0.158 -0.045 0.133
C -1.859590 0.199041 -0.918700 -0.009 -0.027 0.017
S 2.945589 -0.172711 -0.149067 3.452 -0.610 -0.218
H 1.919012 -2.843294 -0.306126 0.752 0.221 -0.020
H 2.737760 2.273158 0.100018 0.115 0.142 -0.022
H -1.432774 0.010893 -1.903290 -0.015 -0.005 -0.110
N 1.119321 -2.242619 -0.170624 -0.890 -0.236 0.021
C 0.829831 1.229995 0.154957 -1.655 -0.026 0.204
C -1.002872 -0.432698 0.131649 -0.704 0.347 0.122
H -2.453735 -1.608694 1.067540 -0.231 -0.026 -0.101
H -1.915265 1.276033 -0.771798 -0.064 -0.008 -0.081
C 2.159822 1.374266 0.055076 0.251 -0.686 -0.180
H -2.861992 -0.215132 -0.880219 -0.085 -0.031 -0.025
N 0.373438 -0.068609 0.080382 -1.225 1.327 0.366
H 0.361093 3.053912 0.440399 0.125 -0.029 -0.029
C 1.355384 -1.012497 -0.076571 -0.017 0.488 -0.140
O -0.089403 2.207355 0.348525 -0.076 -0.829 0.032
```
Forces are in eV/Å.



(2)
Density functional theory data (ωB97M-V/def2-TZVPD) for a 2-piece molecular cluster, C6H8N3O overall.

Computed properties:
energy: -472.62186 a.u.
total charge: +1
HOMO level: -12.90 eV

```
18
Properties=species:S:1:pos:R:3:forces:R:3
H -0.540789 -1.722894 1.144504 0.335 -0.888 -0.229
C -0.160741 1.044457 0.818204 -1.736 1.726 3.629
N -1.579016 -0.613799 -0.801785 -0.383 -0.129 0.399
N -0.010400 1.785635 -0.345511 2.281 0.736 -0.085
H -0.322592 -1.917210 -1.864882 -0.528 0.159 0.214
C -0.694868 -1.652615 -0.869444 2.109 -0.966 0.162
H 1.157319 -0.464410 1.809747 -0.217 0.625 -0.586
O -2.924030 0.859453 0.444359 1.763 -1.112 0.212
H -0.520582 2.674750 -0.647429 0.804 -1.963 0.634
C -2.107746 0.100279 0.028507 -3.288 0.501 -1.569
H 1.728055 1.769068 -1.784593 -1.231 -0.589 1.608
H 2.489028 -0.214367 -0.272066 -0.125 0.707 -0.224
C -0.112571 -2.170082 0.229142 -1.434 1.273 0.701
N 1.710112 0.411294 -0.062323 0.353 1.205 -1.778
C 1.190015 1.393756 -0.845593 0.769 -0.055 -1.714
H -0.936129 1.329453 1.662141 1.750 -0.647 -2.234
H 0.726197 -2.832964 0.368731 -0.189 -0.351 -0.598
C 0.908735 0.220189 0.988289 -1.033 -0.231 1.458
```
Forces are in eV/Å.



(3)
Density functional theory data (ωB97M-V/def2-TZVPD) for an isolated ion of composition C6H8N3O4P and charge -2.

Computed properties:
energy: -1039.85876 a.u.
total charge: -2
HOMO level (spin up / spin down): 0.91 / 0.91 eV
SMILES: CC[C@H]1O/C1=C/N=N\N=C=P([O-])([O-])O

```
22
Properties=species:S:1:pos:R:3:forces:R:3
C -0.746554 -1.745947 0.666422 -1.974 0.443 0.679
H -0.947888 -3.881173 0.402695 -0.736 -0.410 0.857
P 2.184877 1.400460 0.341205 -0.293 3.253 1.214
H -0.548627 0.728468 -1.083856 -0.902 -0.268 -0.043
O 1.304853 2.586040 0.024968 0.083 -0.666 -0.288
C -2.315499 1.733605 -0.285911 4.152 -0.625 2.427
O -1.949889 -1.130967 1.349787 -0.883 -2.154 0.043
C 1.533326 0.019646 -0.608698 0.513 1.686 -0.768
C -1.530913 0.438172 -0.627040 -0.709 -1.096 -1.157
N 1.648023 -1.165898 -0.435544 -0.570 -1.730 0.340
N 1.614200 -2.366900 -0.806214 0.861 0.025 0.385
H -1.682732 2.245821 0.528476 -0.195 -0.507 -1.203
H -2.158039 -0.256087 -1.382957 1.413 1.359 1.600
N 0.775410 -3.271368 -0.312802 0.691 -1.743 -1.352
O 2.517354 1.250170 1.799735 0.023 -1.085 -0.378
H -3.119989 1.536514 0.350454 -2.396 -0.130 -0.170
H -0.425432 0.251919 1.282474 -0.614 -0.012 -0.858
H -2.233720 2.427209 -1.079574 -1.099 0.676 -0.898
O 3.648720 1.705877 -0.450344 -1.881 2.216 0.466
H 3.900231 0.842770 -0.576325 1.819 -3.283 -0.779
C -1.089215 -0.358535 0.601048 2.276 1.909 0.043
C -0.378497 -2.989799 0.302004 0.423 2.141 -0.159
```
Forces are in eV/Å.



(4)
Density functional theory data (ωB97M-V/def2-TZVPD) for a 2-piece molecular cluster, C6H8N3OS overall.

Computed properties:
energy: -870.79390 a.u.
total charge: +1
HOMO level: -13.11 eV

```
19
Properties=species:S:1:pos:R:3:forces:R:3
O 3.457592 1.456128 0.852024 1.000 0.362 2.682
C 0.521327 -1.452104 0.800034 3.917 -1.146 1.218
H -3.679467 -0.250694 1.366179 0.044 -0.530 -0.545
C -0.687277 0.234426 -0.291150 -2.318 2.834 0.968
H 2.585031 1.970982 -2.239066 0.535 -0.393 0.819
H -3.531987 -1.176914 -0.166223 0.108 0.302 -0.470
H -1.856085 -2.425673 1.107441 -0.084 2.040 0.032
C -2.997726 -0.575838 0.557152 -0.542 1.522 1.125
H -0.099114 1.733248 -1.471232 0.782 -0.969 0.254
S -2.329736 1.077839 -0.011965 1.411 -2.385 -0.812
N 1.556386 -1.887036 1.128491 -2.049 0.613 -0.912
N 0.219803 0.863980 -1.007235 -1.540 -1.394 1.120
N -0.598850 -0.793503 0.579575 -0.314 0.645 -2.175
C -1.827725 -1.265352 1.198872 -0.234 -2.384 0.654
H 1.194692 0.514048 -0.975988 0.275 0.842 -0.632
C 3.376572 1.435190 -0.269112 -2.014 -0.089 -2.928
C 2.938504 1.206799 -1.521507 1.108 0.297 -0.026
H 3.511833 0.369571 -1.892229 -0.052 -0.219 -0.570
H -1.753771 -1.035102 2.255935 -0.033 0.050 0.196
```
Forces are in eV/Å.



(5)
Density functional theory data (ωB97M-V/def2-TZVPD) for an isolated ion of composition C6H8N3S and charge +1.

Computed properties:
energy: -795.50450 a.u.
total charge: +1
HOMO level: -13.45 eV

```
18
Properties=species:S:1:pos:R:3:forces:R:3
H -2.715528 1.697854 -0.467841 -0.213 -1.144 -0.002
C 0.817617 -1.831590 -0.845144 2.787 -0.395 -3.313
C -2.277222 0.670561 -0.334600 0.971 1.595 1.336
H -2.342954 0.097800 -1.226871 -0.502 -0.472 -0.861
C -0.161746 0.512729 1.139271 3.085 0.244 -1.635
N 1.182816 1.072667 1.213725 0.060 -0.337 0.905
N 0.543808 -1.831718 0.442745 -0.328 0.126 2.673
C 0.233167 -0.988628 1.291430 -1.743 -0.810 0.454
H 0.358301 -2.740231 -1.234363 -0.144 0.271 -1.173
C -0.819192 0.974215 -0.106863 0.307 -0.052 -0.563
H -0.665521 0.697737 2.019282 -1.564 0.801 1.741
H -2.687172 0.143200 0.556607 0.128 0.444 -0.843
N 1.790531 -1.116985 -1.300076 0.101 0.306 -1.708
H 0.030803 -1.385116 2.290402 0.443 0.509 0.115
H 2.239816 -1.194234 -2.310476 -1.960 -0.671 2.677
S 0.230052 1.798222 -1.124183 -0.587 -0.911 1.302
H 2.629612 1.846671 -0.183832 -0.890 -0.043 0.747
C 1.612812 1.576847 0.180789 0.049 0.540 -1.854
```
Forces are in eV/Å.



(6)
Density functional theory data (ωB97M-V/def2-TZVPD) for a 2-piece molecular cluster, C6H8N4 overall.

Computed properties:
energy: -452.42435 a.u.
HOMO level: -8.60 eV
SMILES: c1c[nH]cn1.c1c[nH]cn1

```
18
Properties=species:S:1:pos:R:3:forces:R:3
H 8.387470 -12.301605 -4.666614 0.328 -0.149 0.791
N 3.844518 -9.368023 -3.296529 -0.620 -0.469 0.561
C 2.632454 -9.774334 -3.819483 -0.803 2.037 -0.251
C 6.283862 -13.644715 -2.614954 1.307 -2.387 0.750
C 7.644854 -12.529355 -3.901923 0.386 1.567 -1.308
H 2.495416 -10.592349 -4.526703 0.339 0.062 0.509
N 6.577814 -11.804453 -3.818425 -2.289 0.159 -0.332
C 5.656073 -12.561852 -3.061487 0.291 1.435 -0.522
H 4.281108 -7.719450 -1.865003 0.200 -0.429 -0.651
H 6.022625 -14.503060 -1.996014 -0.200 0.514 -0.227
H 4.759939 -9.750249 -3.546404 -0.526 0.018 0.442
N 1.644816 -8.901603 -3.590613 2.482 1.369 0.889
H 8.347889 -14.273256 -3.042819 -0.885 0.259 0.046
C 3.596791 -8.229772 -2.542777 -1.363 1.430 -0.957
N 7.567387 -13.623974 -3.168443 0.342 -1.580 0.766
H 4.599198 -12.323055 -2.942761 0.570 0.279 0.091
C 2.296016 -7.809645 -2.826637 0.569 -3.386 -0.822
H 1.838131 -6.842787 -2.617767 -0.128 -0.727 0.226
```
Forces are in eV/Å.



(7)
Density functional theory data (ωB97M-V/def2-TZVPD) for a 3-piece molecular cluster, C6H8N4O2 overall.

Computed properties:
energy: -602.88228 a.u.
HOMO level: -9.92 eV
SMILES: C[C@H](C#N)/N=C/C#N.O=C=O.N

```
20
Properties=species:S:1:pos:R:3:forces:R:3
N -2.347557 3.595146 1.516777 -0.169 1.126 1.388
O 0.970682 2.339460 -0.266494 -0.279 0.223 -0.278
O -1.022799 1.507082 -1.088023 -0.735 -0.071 -0.521
H -1.424752 3.160033 1.538738 -0.247 0.164 0.013
C 1.195596 -2.043619 -0.629004 0.775 0.472 0.369
H -2.583380 3.775394 2.547403 0.452 -0.236 -2.104
C -0.036880 1.955420 -0.700880 1.011 -0.174 0.769
C 1.744727 -1.247861 -1.885527 -1.061 -0.943 2.041
N 0.443836 -0.961621 0.241146 0.913 -2.390 -2.140
H -0.947475 -2.289014 1.086107 -0.130 0.362 -0.290
N -1.253676 0.706218 2.374839 -0.415 0.996 0.945
C 0.795604 -3.498663 -1.006457 -0.367 2.600 0.697
H 2.048911 -2.289611 0.006345 0.083 0.311 0.164
H 2.439200 -1.896510 -2.434221 -0.732 0.423 -0.433
H 0.814490 -0.848050 -2.275205 0.242 -0.290 -1.348
N 0.715262 -4.602854 -1.302937 -0.170 -0.236 -0.048
C -0.554622 -1.271321 0.944542 0.786 -1.716 -0.066
H -2.250843 4.521996 1.046168 -0.056 -1.015 0.713
C -0.995878 -0.231720 1.786309 -0.396 0.194 -0.118
H 2.249556 -0.379907 -1.499626 0.495 0.198 0.248
```
Forces are in eV/Å.



(8)
Density functional theory data (ωB97M-V/def2-TZVPD) for a 3-piece molecular cluster, C6H8N4O2 overall.

Computed properties:
energy: -602.83556 a.u.
HOMO level: -10.74 eV
SMILES: C[C@H](C#N)/N=C/C#N.O=C=O.N

```
20
Properties=species:S:1:pos:R:3:forces:R:3
N -0.094819 -2.573350 1.003116 0.240 0.638 0.022
H 0.441614 -0.420767 3.200026 0.291 -0.034 0.699
N 0.002046 3.118869 5.198725 0.405 0.932 1.629
N 0.253221 -2.203615 -5.197738 -0.507 0.856 1.293
C -0.522374 2.016217 2.685301 -1.139 3.408 -1.578
C 0.146624 3.110082 1.772986 4.147 -1.620 2.303
C 0.004641 -1.508191 1.432791 -0.422 -0.747 0.005
C 0.008472 -0.301786 2.230664 0.117 -0.250 -0.359
H 1.307053 3.312210 1.926846 -2.256 -0.991 -0.040
N -0.490596 0.764854 1.790475 0.694 1.143 2.426
C 0.057806 -3.600530 -2.828167 0.893 -1.654 -1.133
H -0.189884 -1.336714 -5.410795 -0.525 0.989 0.293
O -0.294390 -2.646662 -2.350592 -1.415 3.286 1.983
H 0.025985 2.816105 0.811043 -0.191 -1.162 -3.025
C -0.128987 2.614208 4.192075 -1.383 -3.828 -4.477
H -1.615730 2.272511 2.453876 1.255 -0.311 1.492
H -0.221720 4.053371 1.784485 -1.753 2.799 0.909
H -0.248195 -2.821728 -5.757722 -0.933 -1.721 -1.085
O 0.437120 -4.569025 -3.311542 0.483 -1.630 -0.636
H 1.122115 -2.096059 -5.625853 2.000 -0.105 -0.722
```
Forces are in eV/Å.



(9)
Density functional theory data (ωB97M-V/def2-TZVPD) for one molecule with the formula C6H8N4S.

Computed properties:
energy: -850.50849 a.u.
HOMO level: -7.84 eV
SMILES: CN1Cc2cc(=S)ncn2N1

```
19
Properties=species:S:1:pos:R:3:forces:R:3
C -2.731011 0.116783 -0.104414 0.715 1.743 0.841
H 1.118039 1.985076 0.453709 -0.494 -0.759 -0.563
H -1.259841 -2.753000 -0.142915 0.927 -1.876 -0.157
N -0.289001 -0.939542 0.387158 1.426 -2.144 -0.987
H 1.148148 0.592428 -1.744464 -0.532 0.330 0.003
N 1.142868 -1.249496 0.327654 0.692 -2.178 2.843
H 1.175863 1.112491 1.882803 -0.685 -0.812 -0.971
N -2.469497 -1.221388 -0.263290 -1.154 -0.225 -0.322
H 1.299913 -1.732263 1.341190 0.129 1.842 -2.961
C -1.626138 0.966109 0.371276 0.039 0.281 0.480
C 0.941909 0.935493 0.775100 -0.311 2.907 3.032
N 1.885926 0.034602 0.241955 -1.223 -2.435 -1.918
H -1.609630 2.040430 0.677675 -0.834 -1.035 -0.831
C 2.062824 0.330259 -1.238580 -2.062 -6.142 0.317
C -0.451811 0.349818 0.537721 0.925 2.876 0.276
H 2.432269 -0.652473 -1.777899 -0.474 2.048 1.281
H 2.741868 1.038389 -1.272375 3.318 3.528 -0.506
C -1.328720 -1.723906 -0.052320 0.597 1.872 0.472
S -4.183982 0.770185 -0.399993 -0.998 0.180 -0.328
```
Forces are in eV/Å.



(10)
Density functional theory data (ωB97M-V/def2-TZVPD) for an isolated ion of composition C6H8NO2S and charge -1.

Computed properties:
energy: -836.79332 a.u.
total charge: -1
HOMO level: -3.15 eV

```
18
Properties=species:S:1:pos:R:3:forces:R:3
C -0.151620 -0.608740 -0.289190 1.318 1.107 2.734
C -3.035342 -1.104759 0.105862 3.012 1.330 -1.217
H -0.203832 -1.666229 -0.274045 -0.653 -1.207 -0.864
C -1.920164 1.359704 -0.236983 -1.169 -0.621 -0.298
C -1.429566 0.088205 -0.451790 -3.944 -2.964 0.782
H -0.256652 -0.871116 1.911266 0.171 -0.134 0.285
H 1.456382 -0.693644 1.149951 -0.563 -0.789 0.699
S -4.325792 0.017594 -0.119396 -0.238 0.547 0.289
C 0.387854 -0.389072 1.190223 1.076 -1.144 -1.887
N -3.344258 1.412099 0.050716 -1.321 -0.566 0.161
H -3.913280 2.194037 -0.278684 1.082 0.029 -0.073
O -3.173088 -2.277502 0.345208 0.519 0.434 -0.155
H 0.523928 0.626700 1.367113 -0.506 2.110 0.529
H 0.809192 0.940760 -1.073669 -0.043 2.705 -0.189
C 0.932065 -0.071843 -1.211471 -0.933 -1.573 -1.621
H 0.608739 -0.294007 -2.308503 1.268 0.192 1.737
H 1.962210 -0.260326 -0.853970 -0.434 -0.631 -0.762
O -1.423805 2.482996 -0.293851 1.358 1.176 -0.150
```
Forces are in eV/Å.



Among the records above, which one has the highest energy?
C6H8N4



Which formula does entry 2 have?
C6H8N3O



Repeat the second record exactly.
Density functional theory data (ωB97M-V/def2-TZVPD) for a 2-piece molecular cluster, C6H8N3O overall.

Computed properties:
energy: -472.62186 a.u.
total charge: +1
HOMO level: -12.90 eV

```
18
Properties=species:S:1:pos:R:3:forces:R:3
H -0.540789 -1.722894 1.144504 0.335 -0.888 -0.229
C -0.160741 1.044457 0.818204 -1.736 1.726 3.629
N -1.579016 -0.613799 -0.801785 -0.383 -0.129 0.399
N -0.010400 1.785635 -0.345511 2.281 0.736 -0.085
H -0.322592 -1.917210 -1.864882 -0.528 0.159 0.214
C -0.694868 -1.652615 -0.869444 2.109 -0.966 0.162
H 1.157319 -0.464410 1.809747 -0.217 0.625 -0.586
O -2.924030 0.859453 0.444359 1.763 -1.112 0.212
H -0.520582 2.674750 -0.647429 0.804 -1.963 0.634
C -2.107746 0.100279 0.028507 -3.288 0.501 -1.569
H 1.728055 1.769068 -1.784593 -1.231 -0.589 1.608
H 2.489028 -0.214367 -0.272066 -0.125 0.707 -0.224
C -0.112571 -2.170082 0.229142 -1.434 1.273 0.701
N 1.710112 0.411294 -0.062323 0.353 1.205 -1.778
C 1.190015 1.393756 -0.845593 0.769 -0.055 -1.714
H -0.936129 1.329453 1.662141 1.750 -0.647 -2.234
H 0.726197 -2.832964 0.368731 -0.189 -0.351 -0.598
C 0.908735 0.220189 0.988289 -1.033 -0.231 1.458
```
Forces are in eV/Å.



What is the formula in the third record?
C6H8N3O4P